C16H34BHgNP2 | ωB97M-V/def2-TZVPD

Output
HOMO level: -4.68 eV
Spin multiplicity: 1
Kohn-Sham gap: 3.57 eV

Element x y z (Å)
P1 0.798 1.400 -2.544
P2 -0.428 -2.265 -1.694
C1 0.941 -0.266 -3.259
C2 -0.332 -1.129 -3.125
H1 1.847 -0.776 -2.856
H2 1.142 -0.119 -4.336
H3 -1.250 -0.521 -3.156
H4 -0.375 -1.796 -4.006
C3 0.777 -3.534 -2.162
H5 0.822 -4.316 -1.391
H6 1.783 -3.104 -2.286
H7 0.456 -3.985 -3.110
C4 -2.040 -3.011 -1.887
H8 -1.942 -3.837 -2.603
H9 -2.755 -2.272 -2.271
H10 -2.386 -3.407 -0.927
C5 2.386 2.216 -2.649
H11 2.462 2.961 -1.848
H12 2.483 2.714 -3.621
H13 3.194 1.482 -2.534
C6 -0.439 2.307 -3.496
H14 -1.353 1.717 -3.661
H15 -0.024 2.582 -4.477
H16 -0.711 3.231 -2.968
Hg1 -2.156 1.128 3.518
C7 -0.085 -1.812 0.023
C8 1.336 -1.965 0.332
C9 2.359 -0.955 0.204
C10 2.041 0.437 0.894
C11 1.472 1.489 0.088
C12 0.325 1.445 -0.822
C13 -0.977 0.638 -0.430
C14 -0.858 -0.538 0.530
C15 -0.843 2.807 3.320
H17 -0.589 -2.652 0.558
H18 1.607 -2.921 0.795
H19 2.661 -0.781 -0.862
H20 3.257 -1.351 0.729
H21 1.430 0.241 1.798
H22 3.000 0.848 1.276
H23 1.894 2.493 0.231
H24 -0.012 2.506 -0.860
H25 -1.538 0.325 -1.330
H26 -1.670 1.355 0.049
H27 -0.463 -0.206 1.499
H28 -1.889 -0.866 0.771
H29 -1.441 3.662 3.672
H30 -0.567 2.918 2.261
H31 0.041 2.666 3.958
B1 -2.083 0.573 7.922
C16 -2.477 0.326 6.478
N1 -2.824 0.067 5.385
H32 -2.647 1.589 8.320
H33 -0.862 0.677 8.025
H34 -2.497 -0.412 8.535